C32H30IrN4O6S as an isolated structure, computed with ωB97M-V/def2-TZVPD.

```
! wB97M-V def2-TZVPD RIJCOSX def2/J DEFGRID3
* xyz 0 6
Ir -0.12 -0.83 -0.07
C -4.89 -0.36 -0.73
C -4.23 -1.54 -1.37
C -4.95 -2.71 -1.50
C -4.38 -3.89 -1.97
C -3.03 -3.94 -2.31
C -2.24 -2.83 -2.19
C -0.79 -2.88 -2.57
C -2.83 -1.58 -1.75
N -1.96 -0.57 -1.63
C -2.29 0.75 -1.87
O -3.23 1.13 -2.54
C -1.21 1.72 -1.46
C -1.24 3.05 -1.82
C -0.11 3.82 -1.57
C 1.02 3.23 -1.04
C 0.97 1.89 -0.71
N -0.15 1.19 -0.88
C 2.18 1.07 -0.31
O 3.28 1.60 -0.25
N 1.89 -0.25 -0.19
C 2.98 -1.17 -0.29
C 3.39 -1.90 0.83
C 2.73 -1.68 2.16
C 4.42 -2.82 0.69
C 5.03 -3.02 -0.54
C 4.60 -2.29 -1.65
C 3.58 -1.36 -1.54
C 3.13 -0.57 -2.74
H -5.73 -0.70 -0.13
H -5.25 0.34 -1.48
H -4.20 0.17 -0.08
H -5.99 -2.71 -1.19
H -4.99 -4.78 -2.05
H -2.60 -4.87 -2.67
H -0.56 -3.83 -3.06
H -0.16 -2.81 -1.68
H -0.52 -2.06 -3.24
H -2.12 3.46 -2.30
H -0.11 4.87 -1.84
H 1.95 3.77 -0.90
H 2.62 -0.62 2.38
H 3.29 -2.14 2.97
H 1.72 -2.11 2.15
H 4.76 -3.38 1.56
H 5.83 -3.74 -0.64
H 5.08 -2.45 -2.61
H 3.53 -1.01 -3.65
H 3.48 0.46 -2.67
H 2.04 -0.54 -2.81
C 2.00 5.52 2.25
C 1.11 4.30 2.29
C -0.25 4.41 1.98
C -1.08 3.30 2.01
C -0.54 2.07 2.36
C 0.80 1.94 2.67
C 1.62 3.06 2.63
S -1.68 0.71 2.42
O -2.27 0.66 3.73
O -2.55 0.85 1.28
N -0.67 -0.58 2.18
C -1.00 -1.74 2.84
C -1.60 -2.87 1.68
O -2.41 -3.62 2.16
O -1.05 -2.72 0.58
H 1.75 6.16 1.40
H 3.05 5.23 2.17
H 1.88 6.11 3.15
H -0.66 5.37 1.71
H -2.12 3.39 1.75
H 1.21 0.97 2.93
H 2.68 2.95 2.84
H -1.71 -1.66 3.65
H -0.14 -2.37 3.10
*
```

The HOMO energy (spin up / spin down) is -7.278 / -8.401 eV. Its total energy is -2410.29628 a.u.